(1)
Computed, not measured: a single C3H4N2S2 molecule in a non-equilibrium geometry, with ωB97M-V with the def2-TZVPD basis set.

Structure (ORCA input):
```
! RIJCOSX wB97M-V def2-TZVPD def2/J DEFGRID3
* xyz 0 1
C -2.173 -1.384 0.231
C -0.058 0.523 -0.071
C -1.268 1.311 0.035
H -2.931 -0.957 -0.665
H -2.485 -0.704 1.041
H -2.384 -2.485 0.399
H 1.533 -1.070 0.280
N 1.111 1.063 0.042
N -2.168 2.078 -0.065
S -0.243 -1.260 -0.191
S 2.409 0.043 0.061
*
```

Gap between HOMO and LUMO: 8.9 eV
ΔE to the lowest compared entry with this formula, charge and spin: 69.5 kcal/mol

=====

(2)
Computed, not measured: a single C3H4N2S3 molecule in a non-equilibrium geometry, with ωB97M-V with the def2-TZVPD basis set.

Structure (ORCA input):
```
! RIJCOSX wB97M-V def2-TZVPD def2/J DEFGRID3
* xyz 0 1
C 0.355 0.682 1.696
C 0.195 -1.124 -0.801
C -0.618 0.195 -0.644
N 1.198 0.418 0.676
N 0.775 0.149 -0.608
S 0.911 0.762 3.215
S -1.327 0.551 1.040
S -1.473 0.974 -1.930
H -0.001 -1.750 0.107
H 0.253 -1.712 -1.754
H 2.157 0.740 0.885
H -2.424 0.116 -1.881
*
```

Gap between HOMO and LUMO: 9.1 eV
ΔE to the lowest compared entry with this formula, charge and spin: 50.4 kcal/mol

=====

(3)
Computed, not measured: a gas-phase ion, C3H4N3 (charge +1) in a non-equilibrium geometry, with ωB97M-V with the def2-TZVPD basis set.

Structure (ORCA input):
```
! RIJCOSX wB97M-V def2-TZVPD def2/J DEFGRID3
* xyz 1 1
C 0.762 -0.159 -0.961
C -0.785 0.351 1.302
C 0.938 1.105 -0.325
N -0.082 1.023 0.673
N 0.010 -1.044 -0.694
N -0.698 -1.848 -0.066
H -1.500 -0.291 1.634
H 2.103 1.352 -0.009
H 0.673 1.844 -0.953
H -1.421 -2.333 -0.601
*
```

Gap between HOMO and LUMO: 8.9 eV
ΔE to the lowest compared entry with this formula, charge and spin: 78.3 kcal/mol

=====

(4)
Computed, not measured: a gas-phase ion, C3H4N3 (charge +1) in a non-equilibrium geometry, with ωB97M-V with the def2-TZVPD basis set.

Structure (ORCA input):
```
! RIJCOSX wB97M-V def2-TZVPD def2/J DEFGRID3
* xyz 1 1
C 0.191 -1.009 0.034
C -1.234 -1.083 -0.021
C 0.821 0.133 0.077
N -1.756 0.085 -0.022
N -1.903 1.192 0.007
N 1.452 1.211 -0.015
H 0.776 -1.918 0.101
H -1.808 -1.986 -0.056
H 1.738 1.616 -0.912
H 1.722 1.757 0.806
*
```

Gap between HOMO and LUMO: 8.6 eV
ΔE to the lowest compared entry with this formula, charge and spin: 16.0 kcal/mol

=====

(5)
Computed, not measured: a gas-phase ion, C3H4N3 (charge +1) in a non-equilibrium geometry, with ωB97M-V with the def2-TZVPD basis set.

Structure (ORCA input):
```
! RIJCOSX wB97M-V def2-TZVPD def2/J DEFGRID3
* xyz 1 1
C 0.091 0.758 -0.153
C 0.888 1.864 -0.374
C -0.974 -1.272 0.456
N 1.967 1.327 -0.604
N 1.384 -0.851 -0.331
N 0.223 -0.553 -0.087
H 0.272 2.783 -0.525
H -1.726 -0.570 1.004
H -0.720 -1.978 1.130
H -1.405 -1.508 -0.516
*
```

Gap between HOMO and LUMO (spin up / spin down): 7.5 / 8.0 eV
ΔE to the lowest compared entry with this formula, charge and spin: 170.1 kcal/mol

=====

(6)
Computed, not measured: a molecular structure, C3H4N3 in a non-equilibrium geometry, with ωB97M-V with the def2-TZVPD basis set.

Structure (ORCA input):
```
! RIJCOSX wB97M-V def2-TZVPD def2/J DEFGRID3
* xyz 1 1
C -0.620 -0.377 -0.990
C 0.319 0.588 0.982
C 0.568 -1.157 -0.901
N 0.785 -0.345 0.288
N -1.340 0.502 -0.567
N -0.906 1.183 0.530
H 0.800 0.739 1.903
H 0.344 -2.102 -0.448
H 1.413 -1.105 -1.504
H -1.364 2.074 0.706
*
```

Gap between HOMO and LUMO: 9.9 eV
ΔE to the lowest compared entry with this formula, charge and spin: 45.6 kcal/mol

=====

Question: ΔE to the lowest compared entry with this formula, charge and spin of number 4 (C3H4N3)?
Answer: 16.0 kcal/mol

=====

Question: Among the records above, which one has the lowest ΔE to the lowest compared entry with this formula, charge and spin?
Answer: number 4